(1)
DFT (ωB97M-V/def2-TZVPD) results for C11H17N10OPPm as an isolated structure.

Each line ends with the Löwdin charge.
Element x y z (Å)
O -1.586 -0.987 -0.495  -0.1944
H 0.541 -3.404 -0.254  0.0356
H -0.272 -3.435 3.078  0.0554
C -0.984 1.224 -4.732  -0.0153
H 2.215 -2.862 -0.012  0.0516
H 0.033 3.120 -4.541  0.1216
N -0.951 1.435 2.666  0.0281
C 1.295 -3.154 0.493  -0.2559
C 2.067 -1.740 2.803  -0.2768
H -0.790 -1.998 -2.064  0.1343
Pm 0.067 0.768 0.420  1.6219
H 1.839 -1.002 3.571  0.0448
N 2.064 1.535 1.963  0.0480
C 1.459 2.660 1.539  -0.4910
C -1.413 0.104 -4.038  0.0042
C -1.540 -1.221 -1.909  -0.1391
H -2.475 -0.695 -0.244  0.1014
N -2.133 1.642 0.833  -0.1323
N 2.182 1.663 -0.216  -0.1383
H 0.440 2.814 -2.124  0.0994
H -1.406 -2.925 1.808  0.0446
C -0.313 2.225 -4.045  -0.0204
N -1.880 0.847 1.880  -0.1252
C -0.690 2.621 2.074  -0.4887
N 2.523 0.935 0.845  -0.1127
H -1.949 -0.692 -4.538  0.1289
H -1.174 1.316 -5.793  0.1245
C -0.640 -2.584 2.505  -0.2612
N 0.503 3.371 2.332  0.1438
H 2.210 -2.717 3.266  0.0548
N 1.485 2.759 0.197  0.0029
H -1.094 -1.856 3.178  0.0420
C -1.147 0.013 -2.684  -0.2498
C -0.088 2.060 -2.694  -0.1027
H 2.987 -1.436 2.304  0.0392
H -2.493 -1.607 -2.269  0.1421
N -1.375 2.761 0.926  0.0354
H 0.755 3.319 3.314  0.1401
P 0.721 -1.807 1.580  0.7180
H 1.492 -4.040 1.099  0.0577
N -0.486 0.969 -2.021  -0.0165

## Properties
Relative energy (zero: lowest compared OMol25 entry of this formula, charge and spin) (kcal per mole): 16.2
Total charge: +1
Orbital gap (alpha / beta) (Eh): 0.3475 / 0.3528
2S+1: 5
E_LUMO (alpha / beta) (hartree): -0.1262 / -0.1191


(2)
DFT (ωB97M-V/def2-TZVPD) results for a 2-piece molecular cluster, C11H17N2 overall.

Each line ends with the Löwdin charge.
Element x y z (Å)
H -0.337 2.051 0.708  0.1149
C 0.110 -0.100 0.760  -0.1799
H 3.042 0.686 1.915  0.0953
C 1.552 -0.272 0.747  -0.2516
H 0.276 -0.160 -2.808  0.1196
C -2.642 -0.406 1.064  -0.0667
C -0.439 -1.396 0.945  -0.2009
H 1.133 2.446 -2.114  0.1707
H -0.479 0.325 -1.307  0.0836
C -2.079 0.871 0.908  -0.0834
H 3.531 0.547 0.322  0.0879
C -0.082 0.672 -2.260  -0.1774
C 1.766 -1.609 0.881  -0.0501
C -1.820 -1.506 1.058  -0.0085
N 1.149 1.464 -1.856  0.2046
C -0.983 1.507 -3.136  -0.0562
H 1.990 0.996 -2.191  0.1706
C 2.626 0.761 0.908  -0.0576
H -1.354 2.369 -2.583  0.0895
C -0.720 1.041 0.767  -0.0730
H -3.717 -0.477 1.076  0.1100
H 0.564 -3.180 1.476  0.1677
N 0.590 -2.295 0.998  0.1032
H 2.743 -2.061 0.900  0.1364
H 1.300 1.313 -0.851  0.0768
H -1.784 0.903 -3.553  0.0957
H -2.705 1.729 1.109  0.1092
H 2.384 1.799 0.679  0.0731
H -2.300 -2.475 1.113  0.1175
H -0.477 1.833 -4.027  0.0788

## Properties
Relative energy (zero: lowest compared OMol25 entry of this formula, charge and spin) (kcal per mole): 13.9
Total charge: +1
Orbital gap (Eh): 0.3073
2S+1: 1
E_LUMO (hartree): -0.1094


(3)
DFT (ωB97M-V/def2-TZVPD) results for an isolated ion of composition C11H17N4 and charge +1.

Each line ends with the Löwdin charge.
Element x y z (Å)
C 0.587 0.469 1.992  0.0072
H 1.779 2.392 0.477  0.0789
H -1.257 2.566 0.056  0.1416
H 2.260 -1.213 0.182  0.0314
H -2.749 -2.408 0.253  0.1753
H 1.261 0.170 -2.694  0.0967
C 0.313 0.350 0.570  -0.0441
H -4.585 0.848 -1.104  0.1347
H 1.321 -3.014 0.488  0.0691
N -2.933 1.801 -0.289  0.1173
C 1.572 2.002 -0.474  0.0064
H 0.466 -0.943 -1.730  0.0534
N -1.762 -2.072 0.279  0.1158
H 2.402 2.098 -1.118  0.1085
H 3.178 0.140 0.812  0.1452
H 1.523 0.923 2.290  0.0934
H 0.672 2.621 -0.663  0.1034
C 1.385 0.506 -0.468  -0.5165
C -0.616 -2.869 0.428  -0.1655
H -0.140 0.933 2.791  0.1649
N -3.225 -0.472 -0.399  0.1545
N 0.563 -2.388 0.401  0.1303
C -1.957 -0.761 0.031  -0.2397
C 2.647 -0.287 -0.168  0.0014
C -1.107 0.326 0.186  -0.1256
H -0.227 0.705 -1.967  0.1115
H 0.668 -0.513 2.474  0.1261
H 3.437 -0.304 -0.802  0.0610
C 0.679 0.070 -1.796  0.0011
C -1.717 1.564 0.085  -0.0973
H -0.803 -3.959 0.457  0.1479
C -3.636 0.718 -0.580  -0.1882

## Properties
Relative energy (zero: lowest compared OMol25 entry of this formula, charge and spin) (kcal per mole): 111.8
Total charge: +1
Structure (SMILES): [H]/N=C/[NH+]=C1/N=CN=C/C1=C(\C)C(C)(C)C
Orbital gap (Eh): 0.2784
2S+1: 1
E_LUMO (hartree): -0.2022


(4)
DFT (ωB97M-V/def2-TZVPD) results for one molecule with the formula C11H17N5O4.

Each line ends with the Löwdin charge.
Element x y z (Å)
O -0.214 -0.136 2.876  0.0766
H -4.209 0.737 -3.317  0.1267
H 3.295 1.110 2.746  0.1578
H 3.832 4.079 1.003  0.1507
C -4.116 -0.317 -2.972  -0.0662
C -2.494 -0.461 -0.900  -0.0729
C -4.326 -2.579 -3.063  -0.1690
C -1.084 -1.196 -0.937  -0.3088
C 0.650 0.501 2.285  -0.5193
O 0.922 1.807 2.486  0.0345
H 0.160 2.473 2.863  0.2298
C 4.411 2.341 1.250  -0.6538
H -4.960 -3.581 -3.302  0.1528
C 3.848 0.949 1.669  -0.0663
H -1.864 -2.599 0.283  0.1246
O -0.028 0.807 0.082  0.0628
H -3.090 -0.479 0.073  0.1380
H 2.838 -0.003 -0.207  0.0955
H -1.379 -3.189 -1.073  0.0534
H -5.619 -1.101 -4.351  0.1672
C 2.707 0.557 0.661  -0.1176
C 1.694 -0.336 1.478  -0.1408
N -4.907 -1.388 -3.604  0.0183
H 2.172 1.391 0.297  0.0841
C -0.067 -0.355 -0.196  -0.4974
H 2.037 -1.052 2.403  0.2103
O 5.385 2.617 0.607  0.0638
H -2.299 0.685 -0.894  0.1290
N 3.537 3.209 1.509  0.1459
C -3.397 -0.923 -2.070  -0.3467
N -1.053 -2.514 -0.406  0.0343
H 4.641 0.226 1.780  0.1012
N -3.394 -2.344 -2.092  0.0857
H 2.522 3.076 1.425  0.1082
H 1.157 -1.991 0.211  0.1244
H -0.513 -1.121 -1.931  0.1856
N 0.931 -1.035 0.359  0.0976

## Properties
Relative energy (zero: lowest compared OMol25 entry of this formula, charge and spin) (kcal per mole): 127.1
Structure (SMILES): NC(=O)CC[C@H](NC(=O)[C@@H](N)Cc1c[nH]cn1)C(=O)O
Orbital gap (Eh): 0.3540
2S+1: 1
E_LUMO (hartree): 0.0198


(5)
DFT (ωB97M-V/def2-TZVPD) results for C11H18Al2BrCl2F10LiNO11PS2 as an isolated structure.

Each line ends with the Löwdin charge.
Element x y z (Å)
O 6.734 -6.373 3.216  0.0835
C 2.363 -1.466 -1.273  -0.3729
H 0.368 -3.275 -2.676  0.1049
O -4.590 -5.617 0.301  0.0755
H 3.830 -2.428 -2.648  0.0929
F -4.938 7.137 3.125  -0.2087
C 0.242 -0.594 -0.773  -0.0779
S -1.240 3.562 -0.112  0.5093
C -2.488 -4.706 -0.430  -0.2891
F -4.317 4.483 2.040  -0.2133
O -1.240 -4.909 -0.243  -0.0312
H -2.889 -3.722 -0.143  0.1291
H -1.369 2.302 2.344  -0.0500
Al 3.267 -5.316 2.132  0.7643
C -0.342 -2.416 -2.579  -0.0855
S 2.075 0.837 -2.336  0.7846
F 0.345 5.643 0.469  0.1925
C 7.093 -5.187 3.148  -0.9605
F 0.981 4.593 -1.336  -0.0931
O -1.653 3.477 1.272  -0.2849
F 1.322 3.761 0.676  0.0668
Al 2.801 4.562 -1.446  0.9826
C 2.986 -2.641 -1.935  -0.1409
H -2.945 -6.804 0.216  0.1349
H -0.476 -2.779 -0.355  0.0795
O 3.004 1.292 -1.275  -0.2954
H 0.629 -0.798 0.252  0.1163
F -5.283 6.312 1.256  -0.2056
C -0.607 -1.931 -1.060  -0.1022
F 3.008 0.435 -3.635  -0.1368
H -0.465 0.282 -0.795  0.1210
H -0.304 -0.390 -3.172  0.1538
Cl -2.877 1.037 3.639  0.5325
P -4.023 6.077 2.276  0.3124
O 8.200 -4.745 3.567  0.1687
O 6.389 -4.251 2.645  -0.0118
Cl -0.045 0.508 3.156  0.4292
C -1.307 1.759 3.286  -1.0019
H -2.973 -5.684 1.527  0.1364
H -1.682 -1.608 -1.031  0.1300
O -0.937 2.261 -0.714  -0.3391
O 1.142 1.878 -2.807  -0.2403
F -3.139 5.959 0.902  -0.2128
C 0.516 -1.158 -3.057  -0.1294
O -0.903 6.284 -2.975  -0.1622
H 2.674 -3.681 -1.784  -0.0264
F -2.795 7.118 2.594  -0.2123
H -2.872 -4.828 -1.454  0.1366
H 2.723 -1.171 -0.280  0.0157
F -3.662 5.446 3.746  -0.2177
C 0.398 4.433 -0.050  -0.5730
H 0.999 -1.172 -4.058  0.1495
O -2.051 4.417 -0.943  -0.2544
C -3.353 -5.822 0.502  -0.2705
N 1.264 -0.644 -1.873  -0.2965
H -1.253 -2.446 -3.224  0.1297
Br 2.727 -3.348 0.289  0.3308
Li 3.567 -2.171 2.300  0.6506
H -1.042 2.441 4.088  0.0431
H -1.590 5.786 -2.491  -0.0604

## Properties
Orbital gap (Eh): 0.0352
2S+1: 1
E_LUMO (hartree): -0.2210


(6)
DFT (ωB97M-V/def2-TZVPD) results for C11H18AlClFI2NO7PS as an isolated structure.

Each line ends with the Löwdin charge.
Element x y z (Å)
C 4.749 1.536 -1.204  -0.2302
Al 2.163 0.576 0.216  0.0607
H -4.605 -1.289 -0.136  0.1076
S -5.144 0.016 1.910  0.8029
Cl 1.515 2.281 -2.401  0.6515
H 2.363 -1.947 4.755  0.0836
P -0.035 -0.430 -3.628  0.7715
H -1.444 -0.653 -3.853  -0.0136
I 3.096 1.671 3.773  0.7462
C 0.207 1.503 -1.284  -0.6811
N 0.737 -1.793 -4.149  -0.3654
H 4.541 1.527 1.069  0.0474
H -6.828 1.412 1.252  0.0985
O -5.031 -1.414 2.556  -0.3841
C 2.966 -0.422 3.079  -0.7642
C 3.831 1.774 0.156  -0.1745
I 2.451 -2.936 1.076  0.7022
O -4.282 1.004 2.759  -0.3877
H 3.960 -2.441 3.729  0.0445
H -0.188 -1.280 0.243  0.1045
C -4.385 -0.178 0.172  -0.2283
H -2.326 -0.379 1.323  0.1320
H -2.466 1.058 0.078  0.1123
H -0.237 -2.283 -1.369  0.1212
F 4.524 0.461 -2.205  -0.0409
H 0.429 0.631 -4.492  -0.0165
H 4.092 -1.037 4.984  0.0576
O 5.791 2.400 -1.352  -0.0699
C 2.578 -0.793 1.687  -0.6297
H -2.578 -2.125 -0.726  0.1224
O -0.997 2.241 -1.728  -0.1138
C -2.719 -0.071 0.261  -0.1872
H -2.551 -0.674 -1.975  0.0904
H 3.442 2.895 0.184  0.0908
C -2.119 -1.046 -0.953  -0.1928
C -0.490 -1.226 -0.905  -0.1690
H -4.850 0.574 -0.597  0.1145
H 1.290 -2.206 -3.366  -0.0536
H -0.646 3.132 -2.054  0.0853
C 3.343 -1.574 4.231  -0.2183
O 0.506 1.469 0.185  -0.1647
C 0.356 -0.097 -1.749  -0.5277
O 1.761 -0.444 -1.354  -0.2903
O -6.766 0.576 1.804  -0.2445

## Properties
Total charge: -1
Orbital gap (Eh): 0.2590
2S+1: 1
E_LUMO (hartree): 0.0597


(7)
DFT (ωB97M-V/def2-TZVPD) results for one molecule with the formula C11H18BN.

Each line ends with the Löwdin charge.
Element x y z (Å)
H 2.362 -0.245 1.089  0.1118
H 2.300 2.556 0.219  0.0577
H -1.861 -0.609 -3.157  0.0827
H -1.864 -1.094 1.817  0.1046
H 1.499 2.466 -1.433  0.0937
C -0.216 0.343 2.008  -0.1538
C -0.022 1.346 0.935  -0.2357
H -0.941 0.782 2.736  0.1210
H 0.517 2.300 1.434  0.1745
H -0.130 1.205 -2.097  0.1513
C -0.596 -0.881 -1.421  -0.2682
H -1.982 0.846 0.215  0.0747
C -1.986 -0.957 -2.115  -0.0574
H 0.120 -1.393 -2.028  0.1169
C 1.890 -0.444 0.126  0.0160
C -0.257 0.595 -1.126  -0.2506
H 0.692 0.285 2.660  0.1277
H -0.503 -2.776 0.145  0.0728
C -0.841 -1.092 1.587  -0.1518
H 2.865 1.510 -0.981  0.0545
H 1.293 -1.275 0.353  0.0275
H -1.550 2.376 -0.670  0.1496
H -2.375 -1.960 -2.275  0.0696
H -2.721 -0.347 -1.535  0.0867
H 2.616 -0.722 -0.628  0.1061
C -1.169 1.396 -0.159  -0.0658
C 1.990 1.947 -0.580  -0.0243
B -0.421 -1.637 0.028  -0.0824
C 1.006 0.800 -0.184  -0.3921
C -0.175 -2.266 2.262  -0.2720
N 0.460 -3.058 2.774  0.1547

## Properties
Relative energy (zero: lowest compared OMol25 entry of this formula, charge and spin) (kcal per mole): 43.1
Structure (SMILES): C[C@@H]1B[C@@H](C#N)C[C@@H]2C[C@H]1C2(C)C
Orbital gap (Eh): 0.3809
2S+1: 1
E_LUMO (hartree): 0.0178


(8)
DFT (ωB97M-V/def2-TZVPD) results for C11H18BiEuI2O5SSi as an isolated structure.

Each line ends with the Löwdin charge.
Element x y z (Å)
Eu 1.115 -0.219 1.345  1.5709
H 3.284 -2.797 -1.568  0.0833
H -3.443 0.296 4.098  0.0712
O -4.410 1.060 -0.542  0.2621
H 3.976 -1.882 -2.974  0.1314
H -3.560 0.149 2.341  0.0178
H 0.076 -1.937 4.812  0.0263
Si -1.741 -1.274 3.246  0.1343
O -1.756 -0.063 -4.123  0.2205
C -2.772 -2.800 3.439  -0.1639
H 2.500 0.036 -3.932  0.1422
H -3.468 -2.946 2.614  0.0386
Bi -1.587 -0.644 -0.610  1.3695
C -3.348 0.613 -0.428  -0.2261
H -2.190 -3.716 3.528  0.0145
H 0.190 -2.032 -3.623  0.0652
H 0.886 0.387 -3.244  0.0534
H 1.173 -3.347 -2.919  0.0826
C 1.921 -1.388 -2.448  -0.8687
I -0.957 -4.489 0.652  0.7772
C 1.235 -2.355 -3.415  -0.1083
H -2.275 1.133 3.065  0.0390
C 3.345 -1.810 -2.071  -0.1084
C -2.862 0.216 3.178  -0.1391
C 1.428 1.898 2.531  -0.0247
H 2.355 0.767 -2.307  0.0537
O -0.872 -1.172 1.903  -0.8088
H 1.821 -2.441 -4.350  0.1317
H -3.379 -2.720 4.348  0.0783
O 4.209 1.484 -0.316  0.1862
C 1.900 0.034 -2.994  -0.0575
S 1.051 -1.877 -0.851  0.3009
O 1.670 2.667 3.371  0.2187
C -0.597 -1.085 4.703  -0.1465
H -1.178 -1.001 5.625  0.0758
C -1.445 -0.176 -2.999  -0.1019
H 3.775 -1.102 -1.329  0.0606
H 0.011 -0.178 4.629  0.0205
I 1.349 -3.799 2.131  0.5462
C 3.188 1.050 0.000  -0.0190

## Properties
Relative energy (zero: lowest compared OMol25 entry of this formula, charge and spin) (kcal per mole): 92.3
Total charge: +4
Orbital gap (alpha / beta) (Eh): 0.2049 / 0.1568
2S+1: 7
E_LUMO (alpha / beta) (hartree): -0.5828 / -0.6311